Molecular formula: C6H6O2S2
Method: DFT, the ωB97M-V functional and the def2-TZVPD basis

Calculated values
* 2S+1: 3
* HOMO (alpha / beta): -5.85 / -8.56 eV
* ⟨S²⟩: 2.031
* relative energy (zero: lowest compared OMol25 entry of this formula, charge and spin): 0.000 eV
* electronic energy: -32079.4945 eV
* orbital gap (alpha / beta): 6.2 / 6.4 eV
* F_max: 5.9 eV/A

```
16
Properties=species:S:1:pos:R:3:forces:R:3
C -0.521 1.579 0.517 -1.2583 -2.4799 -0.0900
C 0.657 2.211 0.474 2.6408 -0.3616 -0.7911
C -0.482 0.273 -0.008 5.2430 -1.6195 2.1617
C 0.919 -0.204 -0.293 -0.8020 3.2532 0.9412
C -1.605 -0.668 -0.151 1.1467 0.2312 -2.4376
C 1.440 -1.446 -0.466 -1.4633 0.3074 -0.2419
O -2.604 -0.765 0.721 -1.0684 2.4746 3.2037
O 2.750 -1.615 -0.740 1.3713 -2.7974 1.0571
S 1.984 1.267 -0.145 -1.7707 -1.0671 0.2247
S -1.985 0.487 -1.406 -2.1128 0.6844 -3.5510
H -1.416 1.864 1.024 -0.2506 0.8780 0.0798
H 0.983 3.085 0.923 0.0007 1.7561 0.6378
H -1.228 -1.614 -0.518 -0.3580 -0.3269 0.0377
H 0.643 -2.188 -0.536 0.9651 -0.7614 -0.0250
H -2.664 0.243 0.957 -0.8869 -2.8084 -0.0259
H 3.129 -2.508 -0.353 -1.3967 2.6372 -1.1812
```
Forces are in eV/Å.

Mulliken atomic charge list, values in e, 5 entries:
1. C -0.35
2. C -0.54
3. C 0.41
4. C 0.19
5. C -0.44